Entry 1:
{
  "formula": "C9H14BrNO3PS2V",
  "method": "wB97M-V/def2-TZVPD",
  "charge": 1,
  "e_above_lowest_kj_mol": 21.08,
  "homo_ev": [-11.27, -12.69],
  "multiplicity": 4,
  "molar_mass_g_mol": 410.17,
  "homo_lumo_gap_ev": [7.8, 9.2],
  "e_tot_ha": -5287.448387,
  "elements": ["V", "C", "C", "O", "P", "S", "S", "O", "C", "C", "H", "H", "H", "H", "H", "H", "H", "H", "H", "H", "O", "C", "C", "C", "N", "C", "Br", "C", "H", "H", "H", "H"],
  "xyz": [[0.069087, 0.300276, -1.480265], [-0.300932, 1.841332, 4.575871], [0.285957, 1.209907, 3.333007], [-0.516009, 1.556452, 2.172358], [-0.712548, 0.469697, 1.038031], [-1.690670, 1.386711, -0.468738], [1.056241, -0.338651, 0.465932], [-1.519068, -0.744919, 1.666676], [-2.791362, -0.541586, 2.339306], [-2.905124, -1.513010, 3.495464], [0.347264, 1.607127, 5.415056], [-1.294816, 1.455717, 4.783742], [-0.358801, 2.919406, 4.465313], [0.322630, 0.119281, 3.426681], [1.293326, 1.585618, 3.142379], [-3.576140, -0.720818, 1.601368], [-2.855729, 0.494952, 2.686651], [-2.801376, -2.535568, 3.145346], [-3.884805, -1.393736, 3.948517], [-2.145106, -1.323442, 4.248353], [3.050209, -0.939054, -6.496629], [2.459050, -0.682178, -5.343179], [3.025575, -0.969514, -4.089968], [2.329249, -0.668327, -2.942715], [1.110906, -0.106917, -2.968261], [0.582149, 0.166815, -4.166463], [-1.142745, 0.945050, -3.941944], [1.184221, -0.085253, -5.371642], [3.921310, -1.349986, -6.392762], [4.002653, -1.423461, -4.014443], [2.741637, -0.875473, -1.959267], [0.713766, 0.153550, -6.313772]],
  "forces_ev_per_angstrom": [[-2.9, 1.0, 0.9], [0.0, -0.1, -0.4], [0.2, -0.1, 0.3], [-0.2, -0.2, -0.3], [-0.2, -0.1, 0.8], [-0.4, 0.2, 1.1], [0.2, -0.1, 0.9], [0.3, 0.3, -0.1], [-0.3, 0.0, 0.1], [0.1, 0.2, -0.3], [0.0, 0.0, 0.1], [-0.1, -0.1, 0.0], [0.0, 0.1, 0.0], [0.1, 0.1, 0.0], [-0.1, -0.1, 0.0], [0.1, 0.1, 0.0], [0.0, -0.1, -0.1], [0.0, -0.1, 0.0], [-0.1, 0.0, 0.1], [0.1, 0.0, 0.1], [0.1, 0.0, -0.3], [-0.2, 0.1, 0.8], [0.0, 0.0, -0.1], [0.5, -0.2, -0.4], [2.7, -0.9, -2.8], [0.0, -0.1, -0.1], [0.3, -0.1, -0.3], [0.0, 0.0, 0.0], [-0.1, 0.1, 0.1], [0.1, 0.0, 0.0], [0.0, 0.0, -0.2], [0.0, 0.0, 0.0]],
  "mulliken_spin": [2.757, 0.001, -0.003, 0.006, -0.014, -0.014, 0.022, 0.005, -0.001, 0.001, 0.000, 0.000, 0.000, 0.003, 0.000, 0.001, 0.000, 0.000, 0.000, 0.000, 0.011, 0.042, -0.006, 0.093, 0.041, 0.094, 0.006, -0.035, -0.001, -0.001, -0.011, -0.001]
}


Entry 2:
{
  "formula": "C9H14Cl2F6N4O6S2",
  "method": "wB97M-V/def2-TZVPD",
  "charge": 0,
  "homo_ev": -7.91,
  "multiplicity": 1,
  "molar_mass_g_mol": 523.26,
  "homo_lumo_gap_ev": 5.7,
  "e_tot_ha": -3337.641142,
  "elements": ["C", "C", "Cl", "C", "Cl", "N", "C", "N", "N", "C", "C", "O", "C", "O", "H", "H", "H", "H", "H", "H", "H", "H", "H", "H", "H", "H", "H", "H", "C", "F", "F", "F", "S", "O", "O", "N", "S", "O", "O", "C", "F", "F", "F"],
  "xyz": [[4.918691, -1.883476, -0.493292], [3.993962, -0.701620, -0.790326], [5.017483, 0.620085, -1.463274], [2.856406, -0.999392, -1.805125], [3.413502, -1.345843, -3.457876], [1.819724, -1.876746, -1.273613], [1.745143, -3.182409, -1.316875], [2.647610, -3.934562, -1.939246], [0.673145, -3.862115, -0.704807], [0.571876, -3.532668, 0.749567], [-0.894930, -3.199930, 1.053239], [-1.133178, -1.825906, 0.775608], [-2.041614, -1.629320, -0.250588], [-2.578298, -0.638682, -0.374735], [5.790381, -1.548202, 0.071424], [4.375843, -2.666440, 0.057481], [5.303503, -2.321684, -1.424929], [3.551396, -0.313130, 0.131824], [2.371846, -0.021509, -1.905997], [1.074310, -1.422423, -0.746099], [2.704919, -4.830729, -1.454160], [3.595344, -3.564672, -1.959419], [-0.146583, -3.525977, -1.213859], [1.161323, -2.657248, 1.051270], [0.915488, -4.402242, 1.317032], [-1.055022, -3.369531, 2.124333], [-1.580165, -3.871534, 0.519327], [-2.249293, -2.458700, -0.961917], [-1.696119, 2.202885, 1.086987], [-1.488853, 0.969782, 1.579525], [-0.581720, 2.918894, 1.336057], [-1.776844, 2.089230, -0.252168], [-3.194315, 2.973901, 1.809070], [-2.919066, 3.035370, 3.217036], [-4.265640, 2.098890, 1.423723], [-3.086468, 4.337680, 1.015152], [-4.223507, 5.406891, 1.311419], [-4.183861, 6.021417, 2.607349], [-5.531196, 5.085145, 0.815552], [-3.598313, 6.696961, 0.166834], [-3.549619, 6.255763, -1.103905], [-2.351530, 7.087789, 0.489155], [-4.375764, 7.786010, 0.183247]],
  "forces_ev_per_angstrom": [[-0.3, -0.2, -0.2], [0.8, -0.6, -0.4], [-0.5, -0.2, 0.2], [0.1, 2.0, 0.2], [-0.2, -0.5, 0.4], [-0.1, 0.0, 0.0], [0.2, -0.2, 0.0], [1.1, -0.6, 1.5], [0.6, 1.1, -0.4], [-1.0, -0.3, 0.0], [0.8, -0.3, 1.1], [-0.1, -1.1, -0.8], [1.4, -3.1, 0.4], [-2.3, 4.4, -0.8], [-0.3, -0.1, 0.1], [0.2, 0.2, 0.1], [-0.1, 0.2, 0.1], [-0.1, 0.0, -0.2], [-0.1, -0.3, -0.1], [0.1, 0.1, -0.2], [-0.5, -0.3, -0.7], [-0.2, 0.3, -0.8], [-0.2, -0.3, 0.3], [0.0, -0.2, -0.1], [-0.1, 0.1, -0.1], [-0.1, 0.2, -0.2], [0.1, 0.2, 0.0], [0.5, -0.5, 0.5], [0.8, 0.2, -0.7], [-0.1, 0.2, 0.2], [-0.2, -0.1, 0.1], [-0.1, 0.0, 0.2], [-0.1, -0.4, 0.3], [0.2, 0.2, 0.0], [0.0, 0.1, -0.3], [-0.5, -0.3, 0.6], [-0.6, 0.7, 0.1], [0.4, -0.1, 0.0], [0.2, -0.3, -0.3], [0.7, 0.4, -0.7], [-0.1, 0.0, 0.3], [-0.3, -0.1, 0.1], [-0.1, -0.3, 0.2]],
  "mulliken_charge": [-1.328, 0.398, -0.131, -0.788, -0.033, 0.055, 0.615, -0.429, -0.348, -0.526, -0.716, -0.393, 0.106, -0.211, 0.407, 0.280, 0.320, 0.324, 0.473, 0.164, 0.357, 0.226, 0.292, 0.337, 0.391, 0.415, 0.457, 0.298, 0.659, -0.194, -0.271, -0.248, 0.947, -0.654, -0.632, -0.281, 0.983, -0.640, -0.640, 0.661, -0.243, -0.242, -0.217]
}


Entry 3:
{
  "formula": "C9H14EuN3OS2",
  "method": "wB97M-V/def2-TZVPD",
  "charge": 2,
  "homo_ev": [-11.79, -11.79],
  "multiplicity": 7,
  "molar_mass_g_mol": 396.33,
  "homo_lumo_gap_ev": [2.0, 2.2],
  "e_tot_ha": -2096.545316,
  "elements": ["C", "O", "C", "N", "C", "C", "C", "S", "C", "S", "N", "C", "C", "N", "C", "H", "H", "H", "H", "H", "H", "H", "H", "H", "H", "H", "H", "H", "H", "Eu"],
  "xyz": [[5.266772, -1.143836, 0.913248], [4.261129, -1.255241, -0.132181], [3.690465, 0.039960, -0.504633], [2.279787, 0.138927, -0.155824], [1.666437, 1.246244, -0.896247], [0.096793, 1.331900, -0.745640], [-0.465475, 0.815929, 0.633039], [-1.548149, -0.682554, 0.394331], [-3.133550, -0.331528, 1.270977], [-3.195283, 0.161286, 2.832847], [-4.311007, -0.504430, 0.461890], [-5.412640, 0.354122, 0.340019], [-6.257483, -0.303652, -0.621995], [-5.681469, -1.516083, -1.027134], [-4.508222, -1.621035, -0.364267], [4.933661, -1.574353, 1.895977], [6.157864, -1.826434, 0.585889], [5.712089, -0.102763, 1.060832], [3.707939, 0.079561, -1.641199], [4.266088, 0.937180, -0.153904], [2.137570, 2.235537, -0.619693], [1.876832, 1.065557, -1.996851], [-0.366693, 0.838201, -1.641124], [-0.189648, 2.418704, -0.830418], [0.318117, 0.501739, 1.364375], [-1.053816, 1.649385, 1.107141], [-5.501115, 1.302445, 0.900787], [-7.220522, 0.118186, -0.966215], [-3.829335, -2.489529, -0.480427], [6.302864, -1.883427, -0.983600]],
  "forces_ev_per_angstrom": [[-0.8, 0.1, 3.0], [2.0, 0.6, 1.6], [-2.4, 1.7, -2.0], [1.4, 0.1, -0.3], [-0.5, 0.0, -0.5], [0.1, 0.4, 0.1], [-0.4, 0.4, 0.4], [-0.6, 0.4, 0.0], [-0.3, 0.7, 0.5], [0.1, -0.2, -1.5], [1.1, -0.8, 0.0], [-1.2, -1.5, -1.6], [2.0, 1.0, 1.9], [1.4, 0.9, 1.5], [-2.2, 0.9, -1.1], [0.1, 0.5, -0.9], [-2.4, 1.4, 7.5], [-0.7, -1.1, -0.2], [0.3, -0.3, 1.0], [-0.1, -1.0, 0.2], [-0.2, -0.9, -0.2], [0.0, 0.4, 1.0], [0.3, 0.2, 1.1], [0.4, -1.1, 0.0], [-0.5, 0.4, -0.8], [0.4, -1.1, -0.4], [0.2, -0.9, -0.5], [0.8, -0.7, 0.1], [-0.4, 1.0, 0.4], [2.1, -1.6, -10.2]],
  "mulliken_spin": [0.015, -0.007, 0.010, 0.872, -0.006, 0.010, 0.000, 0.001, 0.000, 0.000, 0.000, 0.000, 0.000, 0.000, 0.000, -0.001, -0.007, -0.001, 0.020, 0.022, 0.036, 0.030, 0.003, 0.001, 0.002, 0.000, 0.000, 0.000, 0.000, 5.000]
}


Entry 4:
{
  "formula": "C9H14FNO",
  "method": "wB97M-V/def2-TZVPD",
  "charge": 0,
  "smiles": "CC=C=C(F)CCCC.N=C=O",
  "e_above_lowest_kj_mol": 10.88,
  "homo_ev": -9.44,
  "multiplicity": 1,
  "molar_mass_g_mol": 171.22,
  "homo_lumo_gap_ev": 10.2,
  "e_tot_ha": -581.139054,
  "elements": ["C", "C", "C", "C", "F", "C", "C", "C", "C", "H", "H", "H", "H", "H", "H", "H", "H", "H", "H", "H", "H", "H", "N", "C", "O", "H"],
  "xyz": [[3.143746, 1.149827, 0.723226], [1.693624, 1.494717, 0.597638], [0.724336, 0.704731, 0.947991], [-0.215964, -0.099016, 1.340793], [-0.672538, 0.020347, 2.636815], [-0.964540, -1.144532, 0.571566], [-1.181310, -0.801584, -0.903567], [0.059539, -0.947467, -1.784660], [0.561876, -2.384493, -1.887309], [3.629674, 1.847965, 1.408974], [3.635232, 1.237295, -0.246659], [3.268729, 0.137978, 1.098961], [1.470591, 2.466039, 0.172276], [-1.936139, -1.258973, 1.059493], [-0.443076, -2.100856, 0.658820], [-1.960388, -1.461939, -1.292544], [-1.549570, 0.223825, -0.978551], [-0.198565, -0.592056, -2.784938], [0.859053, -0.312512, -1.401537], [-0.254210, -3.059978, -2.137703], [1.006924, -2.711931, -0.952185], [1.320062, -2.462037, -2.662413], [-3.056836, 2.493816, 2.159501], [-3.124617, 2.652094, 0.981467], [-3.347794, 2.907860, -0.123334], [-2.467839, 2.000879, 2.797879]],
  "forces_ev_per_angstrom": [[0.1, 0.0, 0.1], [0.1, 0.1, -0.1], [-0.1, 0.1, 0.2], [-0.3, 0.0, 0.0], [0.1, -0.1, -0.1], [-0.1, 0.1, 0.0], [0.2, 0.0, 0.0], [-0.1, -0.1, 0.0], [-0.1, 0.3, 0.0], [0.1, 0.0, 0.0], [0.1, 0.0, 0.0], [0.1, 0.0, 0.0], [-0.1, 0.1, 0.0], [0.1, 0.0, 0.0], [-0.1, 0.0, 0.1], [0.0, 0.0, 0.0], [-0.1, 0.0, 0.0], [0.1, 0.1, 0.0], [0.0, 0.1, -0.1], [0.0, -0.1, 0.0], [0.1, -0.1, 0.1], [0.1, -0.1, 0.0], [-0.1, 0.0, 1.0], [-0.1, 0.0, 0.4], [0.0, 0.1, -1.2], [0.2, -0.2, -0.2]],
  "mulliken_charge": [-1.143, -0.309, 0.205, 0.175, -0.336, -0.530, -0.658, -0.149, -1.276, 0.373, 0.308, 0.320, 0.338, 0.297, 0.304, 0.422, 0.198, 0.370, 0.076, 0.295, 0.316, 0.387, -0.473, 0.584, -0.427, 0.333]
}


Repeat the third record exactly.
{
  "formula": "C9H14EuN3OS2",
  "method": "wB97M-V/def2-TZVPD",
  "charge": 2,
  "homo_ev": [-11.79, -11.79],
  "multiplicity": 7,
  "molar_mass_g_mol": 396.33,
  "homo_lumo_gap_ev": [2.0, 2.2],
  "e_tot_ha": -2096.545316,
  "elements": ["C", "O", "C", "N", "C", "C", "C", "S", "C", "S", "N", "C", "C", "N", "C", "H", "H", "H", "H", "H", "H", "H", "H", "H", "H", "H", "H", "H", "H", "Eu"],
  "xyz": [[5.266772, -1.143836, 0.913248], [4.261129, -1.255241, -0.132181], [3.690465, 0.039960, -0.504633], [2.279787, 0.138927, -0.155824], [1.666437, 1.246244, -0.896247], [0.096793, 1.331900, -0.745640], [-0.465475, 0.815929, 0.633039], [-1.548149, -0.682554, 0.394331], [-3.133550, -0.331528, 1.270977], [-3.195283, 0.161286, 2.832847], [-4.311007, -0.504430, 0.461890], [-5.412640, 0.354122, 0.340019], [-6.257483, -0.303652, -0.621995], [-5.681469, -1.516083, -1.027134], [-4.508222, -1.621035, -0.364267], [4.933661, -1.574353, 1.895977], [6.157864, -1.826434, 0.585889], [5.712089, -0.102763, 1.060832], [3.707939, 0.079561, -1.641199], [4.266088, 0.937180, -0.153904], [2.137570, 2.235537, -0.619693], [1.876832, 1.065557, -1.996851], [-0.366693, 0.838201, -1.641124], [-0.189648, 2.418704, -0.830418], [0.318117, 0.501739, 1.364375], [-1.053816, 1.649385, 1.107141], [-5.501115, 1.302445, 0.900787], [-7.220522, 0.118186, -0.966215], [-3.829335, -2.489529, -0.480427], [6.302864, -1.883427, -0.983600]],
  "forces_ev_per_angstrom": [[-0.8, 0.1, 3.0], [2.0, 0.6, 1.6], [-2.4, 1.7, -2.0], [1.4, 0.1, -0.3], [-0.5, 0.0, -0.5], [0.1, 0.4, 0.1], [-0.4, 0.4, 0.4], [-0.6, 0.4, 0.0], [-0.3, 0.7, 0.5], [0.1, -0.2, -1.5], [1.1, -0.8, 0.0], [-1.2, -1.5, -1.6], [2.0, 1.0, 1.9], [1.4, 0.9, 1.5], [-2.2, 0.9, -1.1], [0.1, 0.5, -0.9], [-2.4, 1.4, 7.5], [-0.7, -1.1, -0.2], [0.3, -0.3, 1.0], [-0.1, -1.0, 0.2], [-0.2, -0.9, -0.2], [0.0, 0.4, 1.0], [0.3, 0.2, 1.1], [0.4, -1.1, 0.0], [-0.5, 0.4, -0.8], [0.4, -1.1, -0.4], [0.2, -0.9, -0.5], [0.8, -0.7, 0.1], [-0.4, 1.0, 0.4], [2.1, -1.6, -10.2]],
  "mulliken_spin": [0.015, -0.007, 0.010, 0.872, -0.006, 0.010, 0.000, 0.001, 0.000, 0.000, 0.000, 0.000, 0.000, 0.000, 0.000, -0.001, -0.007, -0.001, 0.020, 0.022, 0.036, 0.030, 0.003, 0.001, 0.002, 0.000, 0.000, 0.000, 0.000, 5.000]
}


Q: Number 1 is which compound?
A: C9H14BrNO3PS2V


Repeat the fourth record exactly.
{
  "formula": "C9H14FNO",
  "method": "wB97M-V/def2-TZVPD",
  "charge": 0,
  "smiles": "CC=C=C(F)CCCC.N=C=O",
  "e_above_lowest_kj_mol": 10.88,
  "homo_ev": -9.44,
  "multiplicity": 1,
  "molar_mass_g_mol": 171.22,
  "homo_lumo_gap_ev": 10.2,
  "e_tot_ha": -581.139054,
  "elements": ["C", "C", "C", "C", "F", "C", "C", "C", "C", "H", "H", "H", "H", "H", "H", "H", "H", "H", "H", "H", "H", "H", "N", "C", "O", "H"],
  "xyz": [[3.143746, 1.149827, 0.723226], [1.693624, 1.494717, 0.597638], [0.724336, 0.704731, 0.947991], [-0.215964, -0.099016, 1.340793], [-0.672538, 0.020347, 2.636815], [-0.964540, -1.144532, 0.571566], [-1.181310, -0.801584, -0.903567], [0.059539, -0.947467, -1.784660], [0.561876, -2.384493, -1.887309], [3.629674, 1.847965, 1.408974], [3.635232, 1.237295, -0.246659], [3.268729, 0.137978, 1.098961], [1.470591, 2.466039, 0.172276], [-1.936139, -1.258973, 1.059493], [-0.443076, -2.100856, 0.658820], [-1.960388, -1.461939, -1.292544], [-1.549570, 0.223825, -0.978551], [-0.198565, -0.592056, -2.784938], [0.859053, -0.312512, -1.401537], [-0.254210, -3.059978, -2.137703], [1.006924, -2.711931, -0.952185], [1.320062, -2.462037, -2.662413], [-3.056836, 2.493816, 2.159501], [-3.124617, 2.652094, 0.981467], [-3.347794, 2.907860, -0.123334], [-2.467839, 2.000879, 2.797879]],
  "forces_ev_per_angstrom": [[0.1, 0.0, 0.1], [0.1, 0.1, -0.1], [-0.1, 0.1, 0.2], [-0.3, 0.0, 0.0], [0.1, -0.1, -0.1], [-0.1, 0.1, 0.0], [0.2, 0.0, 0.0], [-0.1, -0.1, 0.0], [-0.1, 0.3, 0.0], [0.1, 0.0, 0.0], [0.1, 0.0, 0.0], [0.1, 0.0, 0.0], [-0.1, 0.1, 0.0], [0.1, 0.0, 0.0], [-0.1, 0.0, 0.1], [0.0, 0.0, 0.0], [-0.1, 0.0, 0.0], [0.1, 0.1, 0.0], [0.0, 0.1, -0.1], [0.0, -0.1, 0.0], [0.1, -0.1, 0.1], [0.1, -0.1, 0.0], [-0.1, 0.0, 1.0], [-0.1, 0.0, 0.4], [0.0, 0.1, -1.2], [0.2, -0.2, -0.2]],
  "mulliken_charge": [-1.143, -0.309, 0.205, 0.175, -0.336, -0.530, -0.658, -0.149, -1.276, 0.373, 0.308, 0.320, 0.338, 0.297, 0.304, 0.422, 0.198, 0.370, 0.076, 0.295, 0.316, 0.387, -0.473, 0.584, -0.427, 0.333]
}